[1]
The following is a DFT calculation (ωB97M-V with the def2-TZVPD basis set) of a cluster of 16 separate species, C78H183N5O16 in total.

ORCA input file:
```
! RIJCOSX wB97M-V def2-TZVPD def2/J DEFGRID3
* xyz 0 1
C -2.871 4.795 -4.581
C -1.603 3.915 -4.549
C -1.268 3.416 -5.954
O -0.536 4.625 -3.986
H -2.900 5.411 -3.677
H -3.786 4.157 -4.602
H -2.914 5.499 -5.418
H -1.783 3.047 -3.853
H -0.403 2.786 -5.978
H -1.162 4.260 -6.666
H -2.179 2.873 -6.221
H 0.331 4.585 -4.543
C -1.121 -0.329 -5.383
C -2.428 -0.930 -5.397
C -3.491 0.042 -5.892
O -2.505 -2.111 -6.062
H -0.409 -0.985 -4.883
H -1.155 0.648 -4.794
H -0.763 -0.006 -6.400
H -2.636 -1.142 -4.342
H -3.396 0.973 -5.335
H -4.438 -0.410 -5.587
H -3.389 0.139 -6.990
H -1.951 -2.828 -5.705
C 0.235 6.990 4.173
C 1.371 6.030 3.868
C 2.634 6.371 4.685
O 1.008 4.660 4.163
H 0.413 8.046 3.946
H -0.014 6.992 5.241
H -0.683 6.607 3.719
H 1.577 6.135 2.801
H 3.061 7.376 4.353
H 3.462 5.631 4.746
H 2.434 6.499 5.715
H 0.131 4.473 3.779
C -6.021 -2.998 -5.298
C -5.566 -3.881 -4.152
C -4.107 -3.782 -3.860
O -6.243 -3.503 -2.954
H -5.926 -1.970 -4.880
H -7.066 -3.242 -5.645
H -5.428 -3.073 -6.215
H -5.912 -4.939 -4.399
H -3.868 -2.769 -3.479
H -3.478 -3.962 -4.719
H -3.793 -4.535 -3.096
H -5.655 -3.570 -2.209
C 1.266 -2.410 -2.102
C 1.784 -3.790 -1.730
C 2.324 -4.612 -2.935
O 2.793 -3.653 -0.679
H 1.967 -1.971 -2.760
H 1.039 -1.809 -1.230
H 0.379 -2.501 -2.709
H 0.984 -4.378 -1.193
H 2.670 -5.602 -2.612
H 3.190 -4.078 -3.396
H 1.590 -4.731 -3.683
H 3.295 -2.814 -0.879
C -5.171 5.319 0.655
C -4.191 4.203 0.292
C -4.156 3.885 -1.168
O -2.905 4.540 0.821
H -6.157 5.054 0.259
H -4.916 6.244 0.158
H -5.187 5.470 1.725
H -4.367 3.244 0.774
H -3.766 4.707 -1.740
H -5.177 3.730 -1.530
H -3.497 3.051 -1.398
H -2.271 4.856 0.126
C 3.430 -3.594 2.507
C 2.008 -3.815 2.850
C 1.626 -3.055 4.096
O 1.198 -3.436 1.696
H 3.636 -2.573 2.081
H 3.786 -4.228 1.654
H 3.982 -3.876 3.371
H 1.961 -4.908 2.996
H 2.029 -3.383 5.070
H 0.551 -3.054 4.231
H 1.990 -2.055 3.935
H 1.712 -3.465 0.890
C -6.736 -2.919 0.707
C -5.869 -4.067 0.259
C -6.691 -5.196 -0.400
O -4.762 -3.636 -0.541
H -7.180 -2.464 -0.211
H -6.279 -2.214 1.348
H -7.621 -3.249 1.236
H -5.531 -4.453 1.215
H -6.029 -5.912 -0.908
H -7.287 -4.825 -1.201
H -7.250 -5.713 0.358
H -3.982 -3.585 0.067
C -1.762 3.889 5.685
C -2.622 3.853 4.442
C -3.881 4.692 4.515
O -1.744 4.406 3.382
H -2.208 3.670 6.642
H -1.338 4.926 5.723
H -0.953 3.115 5.636
H -2.780 2.810 4.083
H -4.527 4.260 5.285
H -4.382 4.529 3.505
H -3.582 5.690 4.585
H -2.270 4.426 2.580
C 2.912 2.847 6.386
C 3.295 2.113 5.088
C 2.218 1.056 4.742
O 3.481 3.038 4.014
H 3.079 2.207 7.288
H 1.817 3.133 6.355
H 3.529 3.749 6.505
H 4.268 1.568 5.209
H 2.595 0.540 3.912
H 1.278 1.552 4.571
H 2.087 0.304 5.472
H 2.650 3.484 3.873
C -1.279 7.322 -0.046
C -0.502 6.484 -0.987
C 0.731 5.950 -0.224
O -1.315 5.406 -1.489
H -0.762 8.226 0.198
H -1.327 6.799 0.912
H -2.259 7.590 -0.368
H -0.212 7.050 -1.877
H 1.163 5.158 -0.820
H 0.451 5.478 0.713
H 1.454 6.708 -0.022
H -0.948 5.141 -2.382
C -3.078 -4.017 3.770
C -3.592 -3.030 4.810
C -3.655 -3.821 6.189
C -3.688 -2.898 7.390
C -2.649 -1.767 7.300
C -2.817 -0.925 6.044
N -2.622 -1.870 4.885
O -2.741 -1.067 3.679
C -4.041 -0.032 6.074
C -1.591 -0.031 5.965
C -4.979 -2.542 4.414
H -3.106 -3.685 2.743
H -3.689 -4.959 3.756
H -2.114 -4.393 4.038
H -4.467 -4.608 6.039
H -2.830 -4.510 6.306
H -3.568 -3.517 8.317
H -4.747 -2.563 7.431
H -1.690 -2.256 7.198
H -2.676 -1.236 8.238
H -4.998 -0.483 6.449
H -3.881 0.797 6.738
H -4.161 0.317 5.034
H -0.613 -0.595 5.912
H -1.739 0.648 5.090
H -1.536 0.607 6.851
H -4.948 -1.863 3.533
H -5.377 -2.026 5.267
H -5.643 -3.407 4.186
H -1.945 -1.290 3.230
C 1.143 -8.514 1.533
C 1.252 -7.556 0.307
C 1.261 -8.246 -1.046
C -0.102 -8.556 -1.538
C -0.949 -7.316 -1.650
C -1.049 -6.615 -0.341
N 0.268 -6.507 0.273
O -0.007 -6.065 1.599
C -1.544 -5.172 -0.444
C -2.046 -7.372 0.586
C 2.601 -6.915 0.467
H 2.067 -9.024 1.755
H 0.344 -9.301 1.557
H 0.885 -7.954 2.444
H 1.677 -7.561 -1.848
H 1.916 -9.116 -0.970
H -0.614 -9.193 -0.797
H 0.071 -9.111 -2.506
H -2.049 -7.506 -1.869
H -0.481 -6.542 -2.333
H -1.119 -4.705 -1.309
H -2.594 -5.053 -0.534
H -1.244 -4.489 0.403
H -2.090 -6.910 1.580
H -2.962 -7.266 -0.033
H -1.805 -8.425 0.654
H 2.758 -6.264 -0.361
H 3.414 -7.658 0.568
H 2.622 -6.248 1.313
H 0.381 -5.181 1.595
C 1.169 7.040 -5.725
C 2.344 6.230 -5.120
C 2.474 6.538 -3.631
C 3.571 5.757 -2.878
C 2.918 4.345 -2.905
C 2.925 3.785 -4.351
N 2.098 4.789 -5.153
O 1.713 4.286 -6.444
C 4.386 3.587 -4.830
C 2.225 2.458 -4.335
C 3.608 6.605 -5.973
H 1.052 6.803 -6.801
H 1.451 8.108 -5.605
H 0.160 6.780 -5.290
H 2.679 7.607 -3.536
H 1.495 6.287 -3.171
H 3.667 6.063 -1.871
H 4.507 5.670 -3.422
H 1.895 4.413 -2.583
H 3.481 3.746 -2.213
H 4.726 4.554 -5.226
H 5.120 3.307 -4.054
H 4.416 2.810 -5.602
H 2.285 1.866 -5.275
H 2.719 1.848 -3.569
H 1.108 2.600 -4.089
H 3.626 7.642 -6.346
H 3.538 5.959 -6.818
H 4.537 6.406 -5.380
H 2.571 4.039 -6.834
C 5.798 -0.025 0.352
C 6.396 -0.122 -1.061
C 7.961 -0.004 -1.127
C 8.648 -1.286 -0.571
C 8.259 -2.402 -1.586
C 6.766 -2.722 -1.538
N 6.059 -1.415 -1.820
O 4.636 -1.679 -1.466
C 6.537 -3.705 -2.647
C 6.379 -3.450 -0.236
C 5.830 0.986 -1.906
H 6.241 -0.787 1.035
H 4.728 -0.302 0.315
H 5.839 0.982 0.896
H 8.183 0.114 -2.205
H 8.224 0.870 -0.491
H 8.245 -1.453 0.441
H 9.720 -1.182 -0.547
H 8.847 -3.294 -1.431
H 8.636 -2.154 -2.592
H 5.462 -3.877 -2.641
H 6.817 -3.091 -3.501
H 7.106 -4.575 -2.589
H 6.694 -2.858 0.643
H 5.350 -3.577 -0.135
H 6.851 -4.385 -0.083
H 6.112 0.975 -2.927
H 6.167 1.912 -1.440
H 4.702 1.008 -1.840
H 4.156 -1.209 -2.175
C 2.258 0.520 0.984
C 0.772 0.961 0.765
C 0.750 1.675 -0.605
C -0.713 1.869 -1.096
C -1.422 0.523 -1.265
C -1.479 -0.153 0.122
N -0.073 -0.235 0.624
O -0.244 -0.798 1.958
C -2.583 0.576 0.934
C -1.950 -1.655 0.006
C 0.383 1.950 1.855
H 2.589 -0.019 1.879
H 2.886 1.439 0.979
H 2.573 -0.095 0.185
H 1.282 2.595 -0.575
H 1.241 1.094 -1.399
H -0.829 2.453 -2.024
H -1.340 2.382 -0.380
H -0.793 -0.091 -1.937
H -2.370 0.759 -1.705
H -3.408 0.902 0.310
H -3.124 -0.170 1.584
H -2.378 1.390 1.658
H -3.004 -1.756 -0.144
H -1.418 -2.172 -0.844
H -1.576 -2.054 0.926
H -0.498 2.507 1.538
H 1.263 2.564 1.997
H 0.183 1.464 2.835
H -0.006 -1.753 1.865
*
```

ΔE to the lowest compared entry with this formula, charge and spin: 0.0 kJ/mol
LUMO energy: 0.3 eV

=====

[2]
The following is a DFT calculation (ωB97M-V with the def2-TZVPD basis set) of the ion C10H13N2 with charge +1.

ORCA input file:
```
! RIJCOSX wB97M-V def2-TZVPD def2/J DEFGRID3
* xyz 1 3
C 2.418 -1.664 -0.018
C 1.027 -1.775 -0.107
C 3.008 -0.381 0.056
C 0.273 -0.574 -0.028
C 1.020 0.589 -0.014
C -1.180 1.158 -0.033
C -1.174 -0.338 0.109
C -1.910 -0.968 1.286
C -1.860 -0.880 -1.229
C 0.458 2.987 0.054
N 2.322 0.713 0.039
N 0.048 1.661 -0.148
H 3.157 -2.413 0.018
H 0.711 -2.818 -0.190
H 4.027 -0.389 0.016
H -2.013 1.725 -0.022
H -3.021 -1.003 1.331
H -1.488 -0.462 2.140
H -1.726 -1.987 1.206
H -2.845 -0.763 -1.091
H -1.734 -1.982 -1.438
H -1.378 -0.437 -2.163
H -0.335 3.591 0.064
H 1.033 3.255 -0.729
H 1.163 3.155 0.891
*
```

ΔE to the lowest compared entry with this formula, charge and spin: 0.0 kJ/mol
<S²>: 2.023
LUMO energy (alpha / beta): -3.9 / -8.0 eV

=====

[3]
The following is a DFT calculation (ωB97M-V with the def2-TZVPD basis set) of a structure of composition C5H9NO.

ORCA input file:
```
! RIJCOSX wB97M-V def2-TZVPD def2/J DEFGRID3
* xyz 0 1
C -0.444 2.201 -0.070
C 0.179 0.476 0.523
C -0.219 -0.499 -0.548
O 0.143 0.170 -1.700
C 0.527 -1.843 -0.279
C 0.134 -2.477 0.995
N -0.192 -2.947 2.003
H -1.522 2.295 -0.288
H -0.273 2.412 0.963
H 0.063 3.053 -0.606
H -0.213 0.262 1.530
H 1.266 0.623 0.531
H -1.301 -0.724 -0.487
H -0.039 1.215 -1.191
H 1.613 -1.693 -0.283
H 0.279 -2.523 -1.095
*
```

ΔE to the lowest compared entry with this formula, charge and spin: 390.7 kJ/mol
LUMO energy: 0.7 eV

=====

[4]
The following is a DFT calculation (ωB97M-V with the def2-TZVPD basis set) of a cluster of 2 separate species, C17H24Cl2N2O5 in total.

ORCA input file:
```
! RIJCOSX wB97M-V def2-TZVPD def2/J DEFGRID3
* xyz -2 1
C -2.333 -1.701 -1.481
C -0.977 -1.368 -0.860
N -0.960 0.055 -0.613
C 0.205 0.668 0.005
C -0.187 1.201 1.373
C -0.408 0.207 2.501
C -1.442 -0.874 2.236
O 0.829 -0.375 2.974
O 1.287 -0.289 0.056
C 2.522 0.204 0.164
O 2.882 1.082 0.879
C 3.495 -0.515 -0.711
C 4.446 0.189 -1.439
C 5.313 -0.536 -2.247
N 5.296 -1.863 -2.385
C 4.379 -2.516 -1.665
C 3.458 -1.907 -0.826
C 0.638 1.848 -0.931
Cl 0.666 3.456 -0.299
C 0.948 1.657 -2.209
C 0.887 0.356 -2.933
Cl 1.426 2.994 -3.229
H -2.434 -1.095 -2.382
H -2.374 -2.747 -1.774
H -3.149 -1.412 -0.822
H -0.875 -1.980 0.038
H -0.211 -1.686 -1.565
H -1.818 0.365 -0.140
H 0.530 1.922 1.748
H -1.136 1.720 1.222
H -0.775 0.830 3.315
H -0.963 -1.845 2.093
H -2.117 -0.597 1.435
H -2.060 -0.978 3.126
H 0.564 -1.052 3.599
H 4.509 1.262 -1.376
H 6.047 0.007 -2.827
H 4.349 -3.593 -1.773
H 2.710 -2.454 -0.277
H 1.377 -0.452 -2.407
H -0.162 0.078 -3.032
H 1.288 0.462 -3.934
O -3.635 0.513 0.783
C -4.509 1.391 1.388
C -4.423 1.435 2.953
O -5.296 2.271 3.570
H -5.588 1.191 1.173
H -4.386 2.459 1.078
H -3.328 1.659 3.160
H -4.506 0.352 3.266
*
```

LUMO energy: 4.0 eV

=====

[5]
The following is a DFT calculation (ωB97M-V with the def2-TZVPD basis set) of the ion C9H20N3O with charge +1.

ORCA input file:
```
! RIJCOSX wB97M-V def2-TZVPD def2/J DEFGRID3
* xyz 1 1
C 0.139 -2.412 1.241
C -0.725 -1.096 1.245
C -0.732 -0.425 2.563
C -0.009 -0.060 0.246
C 1.427 0.414 0.729
N 2.471 -0.420 0.690
O 1.567 1.547 1.112
C -0.914 1.290 0.310
N -0.320 2.379 -0.532
C -0.222 1.877 -1.918
C 0.728 0.637 -1.989
N 0.108 -0.394 -1.217
C -0.821 -1.188 -2.004
H 1.000 -2.300 1.799
H 0.089 -2.786 0.221
H -0.380 -3.250 1.740
H -1.763 -1.437 0.861
H 0.132 0.283 2.782
H -1.037 -1.192 3.366
H -1.546 0.248 2.774
H 2.556 -1.313 0.199
H 3.325 -0.078 1.042
H -1.967 1.047 0.011
H -0.933 1.699 1.295
H 0.557 2.531 -0.125
H -0.914 3.209 -0.294
H 0.092 2.574 -2.765
H -1.282 1.609 -2.153
H 0.767 0.301 -2.918
H 1.706 1.033 -1.752
H -0.823 -2.216 -1.513
H -1.944 -0.991 -2.142
H -0.334 -1.120 -2.902
*
```

ΔE to the lowest compared entry with this formula, charge and spin: 160.7 kJ/mol
structure (SMILES): CC(C)[C@]1(C(N)=O)C[NH2+]CCN1C
LUMO energy: -2.7 eV

=====

[6]
The following is a DFT calculation (ωB97M-V with the def2-TZVPD basis set) of a cluster of 2 separate species, C4H14N2O in total.

ORCA input file:
```
! RIJCOSX wB97M-V def2-TZVPD def2/J DEFGRID3
* xyz 0 1
C 2.867 0.366 1.741
N 1.618 0.569 0.999
C 1.292 -0.525 0.116
C -0.162 -0.495 -0.311
N -0.482 0.743 -1.031
C -1.326 0.560 -2.213
H 2.878 -0.599 2.243
H 2.977 1.158 2.483
H 3.751 0.386 1.089
H 1.753 1.420 0.468
H 1.897 -0.592 -0.792
H 1.482 -1.458 0.645
H -0.298 -1.356 -0.966
H -0.813 -0.660 0.562
H -0.934 1.386 -0.392
H -1.685 1.530 -2.532
H -0.720 0.194 -3.038
H -2.191 -0.077 -2.019
O -4.307 -0.643 0.970
H -4.104 -1.429 1.497
H -3.492 -0.479 0.481
*
```

ΔE to the lowest compared entry with this formula, charge and spin: 153.8 kJ/mol
structure (SMILES): CNCCNC.O
LUMO energy: 0.8 eV

=====

[7]
The following is a DFT calculation (ωB97M-V with the def2-TZVPD basis set) of a cluster of 2 separate species, C5H7NO in total.

ORCA input file:
```
! RIJCOSX wB97M-V def2-TZVPD def2/J DEFGRID3
* xyz 0 1
C -1.418 -1.026 0.888
C -1.523 0.322 0.318
C 1.486 1.048 -0.500
C 2.007 -0.099 0.319
O 1.560 -1.222 0.257
C -1.972 0.372 -1.011
N -2.324 0.540 -2.115
H -2.461 -1.154 1.247
H -0.780 -1.071 1.772
H -1.206 -1.844 0.191
H 0.694 1.545 0.080
H 1.045 0.676 -1.428
H 2.260 1.789 -0.714
H 2.826 0.139 1.030
*
```

ΔE to the lowest compared entry with this formula, charge and spin: 437.0 kJ/mol
LUMO energy (alpha / beta): -1.7 / -1.7 eV

=====

[8]
The following is a DFT calculation (ωB97M-V with the def2-TZVPD basis set) of a structure of composition C10H14F9O4Tc.

ORCA input file:
```
! RIJCOSX wB97M-V def2-TZVPD def2/J DEFGRID3
* xyz 3 2
Tc 0.170 -0.102 -0.043
C 2.928 -1.104 -1.022
O 2.120 -0.070 -0.290
C 2.892 1.114 0.170
C 1.944 2.288 0.100
O 0.599 1.784 0.454
C -0.070 2.147 1.726
C 0.187 1.026 2.696
O 0.118 -0.227 1.896
C -0.139 -1.472 2.686
H 3.322 -0.633 -1.918
H 3.714 -1.426 -0.343
H 2.250 -1.920 -1.258
H 3.256 0.877 1.169
H 3.739 1.259 -0.500
H 2.223 3.075 0.799
H 1.849 2.708 -0.899
H 0.304 3.109 2.074
H -1.122 2.246 1.465
H 1.171 1.041 3.165
H -0.584 0.986 3.466
H -1.118 -1.363 3.144
H -0.114 -2.300 1.983
H 0.654 -1.556 3.425
F -4.096 -1.243 -2.538
C -3.695 -0.485 -1.531
F -3.987 0.784 -1.747
F -4.224 -0.884 -0.390
C -2.132 -0.646 -1.448
O -1.618 0.036 -0.308
C -1.418 0.049 -2.640
F -1.614 1.325 -2.688
F 0.032 -0.067 -2.169
F -1.472 -0.519 -3.780
C -1.720 -2.153 -1.318
F -0.377 -2.092 -0.663
F -2.444 -2.826 -0.490
F -1.526 -2.766 -2.434
*
```

ΔE to the lowest compared entry with this formula, charge and spin: 0.0 kJ/mol
<S²>: 0.754
LUMO energy (alpha / beta): -14.3 / -14.1 eV

=====

[9]
The following is a DFT calculation (ωB97M-V with the def2-TZVPD basis set) of the molecule C5H8O.

ORCA input file:
```
! RIJCOSX wB97M-V def2-TZVPD def2/J DEFGRID3
* xyz 0 1
C 1.882 -0.131 -0.870
C 0.887 -0.507 0.205
O 1.233 -0.819 1.325
C -0.550 -0.337 -0.179
C -1.605 -0.322 0.881
C -1.168 0.970 0.267
H 1.614 -0.561 -1.840
H 1.859 0.960 -0.984
H 2.888 -0.437 -0.581
H -0.816 -0.682 -1.175
H -1.271 -0.531 1.893
H -2.586 -0.710 0.624
H -1.823 1.482 -0.432
H -0.543 1.625 0.867
*
```

ΔE to the lowest compared entry with this formula, charge and spin: 86.8 kJ/mol
structure (SMILES): CC(=O)C1CC1
LUMO energy: 1.1 eV

=====

no.,F_max (Eh/bohr),DFT total energy (Eh)
1,0.07517,-4559.00674
2,0.13666,-497.94252
3,0.07903,-325.78873
4,0.02980,-2068.13559
5,0.10565,-594.13505
6,0.01351,-345.51761
7,0.02053,-324.55802
8,0.01534,-1668.76318
9,0.00823,-270.52482